No. 1
{
  "formula": "C2H2Cl2N2O2",
  "method": "ωB97M-V with the def2-TZVPD basis set",
  "multiplicity": 1,
  "lumo_energy_ev": [0.29, 0.25],
  "e_homo_ev": [-7.41, -7.95],
  "homo_lumo_gap_ha": [0.283, 0.301],
  "symbols": ["C", "C", "N", "N", "O", "O", "Cl", "Cl", "H", "H"],
  "coordinates": [[1.5149, -0.4774, -0.7773], [-0.9050, 0.2178, 0.3452], [-1.0150, -1.1751, -1.4873], [-1.1395, 1.0880, 1.3615], [1.1338, 0.3864, -0.0951], [-1.2396, -0.4967, -0.5318], [1.8988, -0.4125, -2.4531], [1.9669, -2.0121, -0.0148], [-0.7328, 0.8691, 2.3078], [-1.4824, 2.0124, 1.3450]],
  "atomic_forces_ev_per_a": [[0.6100, -2.7756, -1.1316], [0.7909, 2.9910, 4.3393], [0.9442, -1.9266, -2.6425], [0.6219, -2.4777, 0.9055], [-0.5344, 2.2682, 0.8279], [-1.7165, 0.7761, 0.9001], [0.2947, 0.2317, -0.2140], [0.0108, 0.0027, -0.2829], [-0.5590, -0.0525, -1.7401], [-0.4627, 0.9628, -0.9616]]
}

No. 2
{
  "formula": "C2H2Cl2NOP",
  "method": "ωB97M-V with the def2-TZVPD basis set",
  "smiles": "ClC1(Cl)N=COP1",
  "multiplicity": 1,
  "lumo_energy_ev": 0.59,
  "e_homo_ev": -10.14,
  "homo_lumo_gap_ha": 0.394,
  "symbols": ["Cl", "C", "Cl", "N", "C", "O", "P", "H", "H"],
  "coordinates": [[-2.1879, -1.0255, -0.2343], [-0.9237, 0.1404, -0.0073], [-1.5930, 1.7168, 0.2395], [-0.0957, 0.1387, -1.1295], [1.0202, -0.3373, -0.8417], [1.3709, -0.6565, 0.4268], [0.1224, -0.4211, 1.4810], [1.7940, -0.4139, -1.6715], [0.4930, 0.8584, 1.7371]],
  "atomic_forces_ev_per_a": [[-1.1644, -0.9130, -0.2781], [-0.1753, -0.1596, 1.3084], [-0.6332, 1.1478, 0.2340], [-0.2293, 0.0275, -0.9601], [2.3887, 0.2305, -1.3811], [1.1246, -0.9554, -1.1473], [-0.8837, -0.5263, -0.0023], [-0.7333, -0.2277, 1.5873], [0.3058, 1.3762, 0.6393]]
}

No. 3
{
  "formula": "C2H2Cl2O",
  "method": "ωB97M-V with the def2-TZVPD basis set",
  "s_squared": 2.006,
  "multiplicity": 3,
  "lumo_energy_ev": [0.80, -4.55],
  "e_homo_ev": [-4.72, -10.93],
  "homo_lumo_gap_ha": [0.203, 0.235],
  "symbols": ["C", "C", "O", "Cl", "Cl", "H", "H"],
  "coordinates": [[-0.5820, -0.0187, 0.4229], [0.5342, 0.1169, -0.5276], [0.0014, 1.2497, 0.1347], [-2.1831, -0.4537, 0.0786], [2.0887, -0.4789, 0.1788], [-0.1942, -0.5829, 1.2500], [0.3349, 0.1676, -1.5375]],
  "atomic_forces_ev_per_a": [[0.7014, 0.3445, 0.6423], [-2.5938, 2.3283, -2.2240], [-1.4086, -0.9046, 1.3424], [-0.5333, 0.2629, -0.4742], [4.7683, -2.0435, 2.0645], [-0.3496, 0.4094, 1.1100], [-0.5843, -0.3969, -2.4611]]
}

No. 4
{
  "formula": "C2H2Cl2O2",
  "method": "ωB97M-V with the def2-TZVPD basis set",
  "multiplicity": 1,
  "lumo_energy_ev": [-0.23, 0.08],
  "e_homo_ev": [-8.44, -8.33],
  "homo_lumo_gap_ha": [0.302, 0.309],
  "symbols": ["C", "C", "O", "O", "Cl", "Cl", "H", "H"],
  "coordinates": [[-1.1745, -1.2906, -0.2176], [0.2032, 0.9837, -0.6813], [-0.2955, -1.9274, 0.2867], [-0.6032, 2.0069, -0.5535], [1.1802, 0.7710, -2.1119], [1.0766, 0.4690, 0.8343], [-2.2413, -1.5185, -0.1862], [-0.2367, 2.8792, -0.8317]],
  "atomic_forces_ev_per_a": [[3.0187, -0.6069, 0.9847], [0.6455, -2.1178, 1.1289], [-2.3238, 0.9191, -1.1717], [-0.1920, 1.2898, -0.3317], [-0.3481, 0.3960, 0.3787], [-0.1718, 0.9968, -1.0513], [-0.5935, -0.1511, -0.0775], [-0.0351, -0.7259, 0.1401]]
}

No. 5
{
  "formula": "C2H2Cl2O2",
  "method": "ωB97M-V with the def2-TZVPD basis set",
  "multiplicity": 1,
  "lumo_energy_ev": [-1.47, -1.47],
  "e_homo_ev": [-8.66, -8.66],
  "homo_lumo_gap_ha": [0.264, 0.264],
  "symbols": ["C", "C", "O", "O", "Cl", "Cl", "H", "H"],
  "coordinates": [[0.5567, -0.2377, 0.1087], [2.5698, -1.2355, -1.3185], [-1.7813, 0.5225, 0.2259], [-0.1341, 0.6295, 0.5210], [3.5518, -0.8229, -0.0266], [2.8331, -0.2608, -2.6826], [0.5150, -1.1898, -0.2751], [-2.1647, 1.3876, 0.6725]],
  "atomic_forces_ev_per_a": [[-0.0097, 3.1125, 2.2630], [-0.3240, -0.4377, -0.3942], [-2.4607, 1.9418, 1.0400], [1.6334, -0.3194, -0.6605], [0.8309, 0.1556, 0.1969], [0.2234, 0.1693, 0.0089], [-1.1700, -2.1130, -1.2091], [1.2767, -2.5091, -1.2451]]
}

No. 6
{
  "formula": "C2H2Cl2O2S",
  "method": "ωB97M-V with the def2-TZVPD basis set",
  "multiplicity": 1,
  "lumo_energy_ev": -0.36,
  "e_homo_ev": -9.81,
  "homo_lumo_gap_ha": 0.347,
  "symbols": ["C", "C", "O", "O", "S", "Cl", "Cl", "H", "H"],
  "coordinates": [[-2.0637, -0.1290, -0.2515], [1.9511, 0.4495, -0.2237], [-0.1902, -1.0925, 0.9884], [1.5281, 0.3861, -1.3232], [-0.7101, -0.9679, -0.4007], [1.3969, 1.7850, 0.8265], [3.0985, -0.4800, 0.5330], [-2.8446, -0.1682, -0.9263], [-2.1660, 0.2169, 0.7775]],
  "atomic_forces_ev_per_a": [[1.3097, -0.4473, 1.3901], [-1.1552, 2.1363, -0.1490], [0.9950, -0.0578, -0.8281], [0.4509, -0.5418, -0.0404], [-1.0897, -0.2630, 1.2143], [0.1353, -0.3079, -0.1201], [0.9941, -1.0504, 0.3902], [-1.2211, 0.4309, -1.5646], [-0.4189, 0.1011, -0.2925]]
}

No. 7
{
  "formula": "C2H2Cl2OS",
  "method": "ωB97M-V with the def2-TZVPD basis set",
  "smiles": "O=C=C(S)Cl.Cl",
  "multiplicity": 1,
  "lumo_energy_ev": 0.38,
  "e_homo_ev": -8.91,
  "homo_lumo_gap_ha": 0.341,
  "symbols": ["O", "C", "C", "S", "Cl", "H", "Cl", "H"],
  "coordinates": [[0.3793, -1.0705, -2.9213], [0.0803, -0.5501, -1.9521], [-0.3903, 0.0649, -0.8642], [-1.5642, -0.8485, -0.0100], [0.6893, 1.3508, -0.3139], [-2.4335, -0.2374, -0.7929], [1.2624, 0.3297, 2.9429], [1.9768, 0.9611, 3.9115]],
  "atomic_forces_ev_per_a": [[0.5076, -0.6227, -1.2307], [-0.7837, 0.9221, 1.4859], [2.6374, -0.2512, -1.0685], [-0.4293, 0.2147, 0.2961], [-0.6150, -0.0670, 0.0949], [-1.3389, -0.1703, 0.3064], [1.1191, 0.9698, 1.5756], [-1.0972, -0.9954, -1.4598]]
}

No. 8
{
  "formula": "C2H2Cl2Si",
  "method": "ωB97M-V with the def2-TZVPD basis set",
  "s_squared": 2.004,
  "multiplicity": 3,
  "lumo_energy_ev": [0.70, -3.86],
  "e_homo_ev": [-11.32, -11.30],
  "homo_lumo_gap_ha": [0.442, 0.273],
  "symbols": ["C", "C", "Si", "Cl", "Cl", "H", "H"],
  "coordinates": [[2.2713, 2.5588, 0.7784], [1.3779, 3.2748, 0.7498], [-0.8472, -1.2780, -0.2360], [-0.4897, -2.5430, -1.8271], [0.0208, 0.4938, -0.5734], [-2.1946, -0.9474, 0.1179], [-0.1385, -1.5590, 0.9904]],
  "atomic_forces_ev_per_a": [[12.5557, -10.0950, 0.3982], [-12.5810, 10.0523, -0.4046], [0.6458, -0.2124, 0.1536], [-0.3308, 0.2727, 0.6007], [0.4892, 1.2975, -0.7222], [-0.9507, -0.3116, -0.3203], [0.1719, -1.0035, 0.2947]]
}

No. 9
{
  "formula": "C2H2Cl3I",
  "method": "ωB97M-V with the def2-TZVPD basis set",
  "multiplicity": 1,
  "lumo_energy_ev": [-1.13, -0.30],
  "e_homo_ev": [-8.25, -8.99],
  "homo_lumo_gap_ha": [0.262, 0.319],
  "symbols": ["C", "C", "Cl", "Cl", "Cl", "I", "H", "H"],
  "coordinates": [[1.9776, -0.2999, -0.2758], [-1.5508, 0.3875, 0.2779], [-1.8408, 1.4413, 1.5779], [-2.4707, -1.0717, 0.3333], [-1.5737, 1.0973, -1.2980], [1.5474, -2.2498, 0.0178], [1.6619, 0.1988, -1.1158], [2.2491, 0.4965, 0.4826]],
  "atomic_forces_ev_per_a": [[0.8817, 1.3486, 2.4373], [-0.8701, -0.2408, -0.6175], [0.2518, 0.2435, 0.2461], [0.3466, -0.0977, 0.1556], [0.3452, 0.0850, 0.1985], [0.0589, 0.1403, 0.1425], [-0.8370, 0.3546, -2.2894], [-0.1770, -1.8336, -0.2732]]
}

No. 10
{
  "formula": "C2H2Cl3NO",
  "method": "ωB97M-V with the def2-TZVPD basis set",
  "multiplicity": 1,
  "lumo_energy_ev": [-1.82, -2.59],
  "e_homo_ev": [-10.08, -8.85],
  "homo_lumo_gap_ha": [0.303, 0.230],
  "symbols": ["C", "C", "N", "O", "Cl", "Cl", "Cl", "H", "H"],
  "coordinates": [[-0.1016, -0.1443, -0.6127], [-0.3491, -0.2952, 0.8548], [-0.0444, -1.3285, 1.5054], [0.7637, -0.9906, -1.2646], [-0.5982, 1.1150, -1.5218], [0.5959, 3.2512, -2.0127], [-1.1423, 1.1625, 1.3754], [1.4181, -1.4125, -0.7282], [-0.5421, -1.3576, 2.4044]],
  "atomic_forces_ev_per_a": [[2.2288, -1.8915, -0.2867], [0.0052, 0.7637, -1.4076], [-0.8172, 0.1507, -0.2040], [-2.0076, 1.5961, -0.2456], [-0.1886, -0.1724, -0.1980], [0.0500, 0.0408, 0.0778], [-0.3814, -0.1852, 1.1154], [0.4129, -0.4647, 1.2122], [0.6979, 0.1626, -0.0635]]
}

The records above give, respectively, energy relative to the best compared isomer or geometry (same formula, charge and spin) values of 463.6 176.5 372.5 468.2 917.3 157.0 143.7 262.7 345.3 268.2 kJ/mol.